An isolated molecule of C5H5NO. Source: the OMol25 dataset; level of theory: ωB97M-V/def2-TZVPD.

The molar mass comes out at 95.10 g/mol. The SMILES is C#C[C@@H](C#N)CO. The calculation puts the energy relative to the best compared isomer or geometry (same formula, charge and spin) at 57.8 kcal per mole. The calculation puts the gap between HOMO and LUMO at 11.52 eV. As for the multiplicity: 1.

Last column: Mulliken charge in e.
Atoms and positions in Å:
C -1.79822 -1.43451 -0.43510  0.279
C -0.72385 -0.91869 -0.27347  -1.058
C 0.56341 -0.20556 -0.27881  0.700
C 0.72876 0.25184 -1.66909  0.019
N 0.74621 0.55474 -2.78451  -0.403
C 0.57496 0.95009 0.75068  -0.685
O 0.38828 0.44590 2.04515  -0.500
H -2.74284 -1.89804 -0.61429  0.428
H 1.37954 -0.89276 -0.02364  0.209
H -0.18905 1.68853 0.47134  0.325
H 1.55139 1.44215 0.73963  0.351
H -0.47858 0.01630 2.07212  0.334